[1]
C3H9N3O2 | wB97M-V/def2-TZVPD

The geometry in ORCA input format:
```
! wB97M-V def2-TZVPD RIJCOSX def2/J DEFGRID3
* xyz 0 1
C -1.54591 0.21133 0.05609
C 1.70961 -1.17882 0.22932
C 2.51858 0.27646 0.25218
H -2.79305 -1.21991 1.19610
H -3.88578 -0.12600 -0.85570
H -1.94268 2.08869 -0.37923
H -1.33476 -1.61050 -0.69993
H 1.11494 -1.44406 1.26262
H 2.58357 -1.79051 -0.29038
H 3.29717 0.62233 0.94573
H 2.90757 0.04491 -0.80140
H 0.58461 1.05852 -0.09754
N -2.90318 -0.06785 0.44239
N -1.19121 1.35376 -0.21537
N -0.76997 -1.10494 -0.07550
O 0.54374 -0.76598 -0.63773
O 1.63442 1.42298 0.06693
*
```

Properties
* HOMO energy: -8.9 eV
* LUMO: -1.2 eV
* Kohn-Sham gap: 7.628 eV

Atomic partial charges in e from the Löwdin method, atoms 1 to 4: atom 1 (C): -0.60, atom 2 (C): -0.11, atom 3 (C): -0.23, atom 4 (H): 0.21



[2]
C32H38BBr4N6O3RuS | wB97M-V/def2-TZVPD

The geometry in ORCA input format:
```
! wB97M-V def2-TZVPD RIJCOSX def2/J DEFGRID3
* xyz 0 2
Ru 0.42558 0.75726 0.61243
C -0.38208 3.28631 -3.79565
C 0.05321 2.31587 -2.69897
C 0.83048 1.14102 -3.30556
C -1.13040 1.81918 -1.92080
C -2.39472 1.45560 -2.39751
C -3.10861 1.09465 -1.27006
N -2.31686 1.24222 -0.20879
N -1.09843 1.68950 -0.58511
B -2.63913 1.10363 1.29376
N -1.80069 2.13664 2.07343
C -2.23559 3.05794 2.94552
C -1.15121 3.75215 3.42194
C -0.03756 3.18529 2.78033
N -0.45000 2.20734 1.97496
C 1.40133 3.55594 3.01975
C 2.20814 3.66619 1.72642
C 2.03049 2.52944 3.97130
N -2.18447 -0.28182 1.76712
C -2.89508 -1.34069 2.15664
C -2.01896 -2.28139 2.65819
C -0.74752 -1.69174 2.55044
N -0.86787 -0.47845 1.98452
C 0.53292 -2.17883 3.17337
C 0.38086 -2.10851 4.69822
C 0.91539 -3.59288 2.74061
H 0.49059 3.76260 -4.24528
H -1.03473 4.06694 -3.40149
H -0.92148 2.75760 -4.58548
H 0.70562 2.83390 -1.99183
H 0.20911 0.62656 -4.04568
H 1.11850 0.42840 -2.53994
H 1.73730 1.49998 -3.79656
H -2.73576 1.45675 -3.41921
H -4.13122 0.77058 -1.15464
H -3.81474 1.25393 1.50255
H -3.28698 3.15389 3.15981
H -1.14803 4.55813 4.13657
H 1.39858 4.53236 3.50888
H 2.10344 2.76749 1.12246
H 3.26814 3.80345 1.95190
H 1.87006 4.50889 1.12004
H 2.00511 1.53627 3.52442
H 1.48802 2.48886 4.91774
H 3.07136 2.78751 4.18167
H -3.96902 -1.35123 2.06112
H -2.26085 -3.24537 3.07437
H 1.31870 -1.49464 2.88091
H -0.36104 -2.83039 5.04994
H 0.06461 -1.11187 5.01009
H 1.33511 -2.33116 5.18114
H 0.08221 -4.28982 2.86473
H 1.74968 -3.95303 3.34533
H 1.23823 -3.61605 1.69904
Br 7.39957 0.93795 -0.51805
C 5.69308 0.69145 0.22478
C 5.56692 0.13966 1.54825
Br 7.10671 -0.21973 2.55948
C 4.32935 -0.09640 2.08297
Br 4.06782 -0.85710 3.78438
C 3.15317 0.22042 1.34576
O 1.97672 0.06431 1.79370
C 3.27778 0.79369 0.04024
O 2.20088 1.06918 -0.55692
C 4.57807 1.02316 -0.49568
Br 4.64826 1.81777 -2.19543
C -2.84647 -3.45798 -6.51718
C -2.48593 -2.92793 -5.15452
C -1.19326 -2.49148 -4.87101
C -0.83951 -2.08320 -3.59453
C -1.79408 -2.10861 -2.59140
C -3.10540 -2.46579 -2.86342
C -3.44449 -2.87212 -4.14540
S -1.31358 -1.87593 -0.89373
C -0.67985 -3.53130 -0.65425
O -0.09075 -0.99728 -0.94519
H -1.95633 -3.68661 -7.10091
H -3.44277 -2.73246 -7.07423
H -3.44064 -4.36781 -6.42914
H -0.44579 -2.49103 -5.65586
H 0.16851 -1.76126 -3.36162
H -3.84941 -2.44885 -2.07432
H -4.46416 -3.16816 -4.36387
H 0.05237 -3.73867 -1.43359
H -1.51318 -4.23326 -0.69960
H -0.22342 -3.55697 0.33115
*
```

Properties
* expectation value of S²: 0.80
* HOMO energy (spin up / spin down): -7.2 / -7.3 eV
* LUMO (spin up / spin down): 0.3 / -1.4 eV
* Kohn-Sham gap (spin up / spin down): 7.508 / 5.952 eV

Atomic partial charges in e from the Löwdin method, atoms 1 to 4: atom 1 (Ru): 1.32, atom 2 (C): -0.07, atom 3 (C): -0.36, atom 4 (C): -0.07



[3]
C3H5NO | wB97M-V/def2-TZVPD

The geometry in ORCA input format:
```
! wB97M-V def2-TZVPD RIJCOSX def2/J DEFGRID3
* xyz 0 1
C -1.06996 -0.46977 1.11981
C -0.91777 0.42015 0.01462
N 0.11024 0.11956 -0.84714
C 1.47656 -0.27342 -0.77169
O 1.98565 -0.62805 0.32949
H -1.79695 -0.19172 1.78860
H -0.19469 -1.05804 1.52995
H -1.79069 1.14445 -0.22900
H 0.06822 1.04081 -1.41403
H 2.12938 -0.10397 -1.52061
*
```

Properties
* SMILES: C=CNC=O
* HOMO energy: -8.6 eV
* LUMO: 0.6 eV
* Kohn-Sham gap: 9.217 eV

Atomic partial charges in e from the Löwdin method, atoms 1 to 4: atom 1 (C): 0.02, atom 2 (C): -0.21, atom 3 (N): -0.02, atom 4 (C): -0.22



Calculated energy relative to the best compared isomer or geometry (same formula, charge and spin) (kJ/mol), listed in the same order as above: 1088.6 0.0 242.9